#A
Density functional theory data (ωB97M-V with the def2-TZVPD basis set) for a gas-phase ion, C6H15N2 (charge +1).

## Properties
- highest occupied orbital energy (eV) = -11.49
- SMILES string = CC/C(=C\N)CC[NH3+]

```
! wB97M-V def2-TZVPD RIJCOSX def2/J DEFGRID3
* xyz 1 1
C 0.411 2.115 0.780
C -0.778 1.142 0.939
C -0.895 0.035 -0.086
C -1.706 0.236 -1.139
N -2.434 1.455 -1.380
C -0.235 -1.268 0.179
C 1.323 -1.170 0.079
N 2.092 -2.430 0.074
H 0.304 2.657 -0.183
H 0.445 3.028 1.373
H 1.308 1.606 0.513
H -0.819 0.730 1.979
H -1.733 1.669 0.900
H -1.982 -0.464 -1.913
H -1.911 2.298 -1.190
H -2.690 1.382 -2.355
H -0.577 -2.253 -0.192
H -0.462 -1.488 1.248
H 1.655 -0.484 -0.691
H 1.733 -0.472 0.828
H 2.284 -2.830 0.994
H 1.617 -3.157 -0.474
H 3.049 -2.339 -0.285
*
```


#B
Density functional theory data (ωB97M-V with the def2-TZVPD basis set) for a gas-phase ion, C6H15N2 (charge +1).

## Properties
- highest occupied orbital energy (eV) = -12.64
- SMILES string = C[C@H]1C[C@@](C)([NH3+])[C@@H]1N

```
! wB97M-V def2-TZVPD RIJCOSX def2/J DEFGRID3
* xyz 1 1
C -2.486 0.411 0.618
C -1.219 -0.403 0.547
C -0.799 -0.440 -0.954
C 0.633 -0.092 -0.647
C 1.599 -1.253 -0.468
N 1.142 1.018 -1.411
C 0.181 0.506 0.910
N 1.052 0.060 1.890
H -2.082 1.443 0.285
H -3.115 0.400 1.457
H -3.108 0.132 -0.264
H -1.234 -1.441 1.094
H -0.969 -1.442 -1.449
H -1.363 0.258 -1.473
H 2.289 -1.016 0.332
H 2.242 -1.489 -1.426
H 1.147 -2.169 -0.162
H 1.905 1.451 -0.793
H 0.495 1.768 -1.528
H 1.496 0.673 -2.285
H -0.052 1.591 0.907
H 1.433 0.817 2.476
H 0.813 -0.782 2.345
*
```


#A (24.4 kJ/mol below the next structure)


#A
Density functional theory data (ωB97M-V with the def2-TZVPD basis set) for 2 unconnected molecules or ions with the total composition C6H15N2.

## Properties
- highest occupied orbital energy (eV) = -13.54

```
! wB97M-V def2-TZVPD RIJCOSX def2/J DEFGRID3
* xyz 1 1
C -3.195 -0.031 0.961
C 0.605 -1.517 -1.239
C 1.305 -1.148 1.165
C 0.264 1.341 -1.513
C 1.041 1.662 0.744
C 0.854 -0.586 -0.132
N -2.156 -0.401 0.358
N 0.751 0.694 -0.292
H -3.128 0.990 1.474
H -4.242 -0.320 1.046
H 0.758 -2.596 -0.822
H 1.356 -1.411 -1.908
H -0.396 -1.463 -1.683
H 0.668 -0.945 2.006
H 1.067 -2.265 1.010
H 2.311 -0.920 1.305
H 0.199 0.892 -2.481
H -0.637 1.890 -1.415
H 1.072 2.058 -1.776
H 2.011 1.603 1.079
H 0.738 2.642 0.499
H 0.403 1.443 1.674
H -2.202 -1.147 -0.216
*
```


#B
Density functional theory data (ωB97M-V with the def2-TZVPD basis set) for 2 unconnected molecules or ions with the total composition C6H15N2.

## Properties
- highest occupied orbital energy (eV) = -13.24

```
! wB97M-V def2-TZVPD RIJCOSX def2/J DEFGRID3
* xyz 1 1
C -1.532 0.696 -1.133
C -2.469 0.403 -0.044
C -0.947 0.406 0.276
C -0.659 -2.078 -0.227
C 1.103 -0.770 0.979
C -0.214 -0.818 0.392
N 3.015 0.832 -0.638
N -0.387 1.521 0.950
H -1.351 -0.034 -1.906
H -1.395 1.715 -1.462
H -3.015 1.224 0.399
H -2.995 -0.536 -0.020
H 0.121 -2.438 -0.901
H -1.594 -2.009 -0.773
H -0.763 -2.846 0.542
H 1.555 -1.751 1.085
H 1.770 -0.137 0.300
H 1.147 -0.216 1.912
H 2.640 1.493 -1.306
H 3.628 0.191 -1.124
H 3.567 1.344 0.039
H -0.385 1.417 1.958
H -0.839 2.391 0.704
*
```


#B (72.3 kJ/mol below the next structure)


#A
Density functional theory data (ωB97M-V with the def2-TZVPD basis set) for 2 unconnected molecules or ions with the total composition C6H15N2.

## Properties
- highest occupied orbital energy (eV) = -12.67

```
! wB97M-V def2-TZVPD RIJCOSX def2/J DEFGRID3
* xyz 1 1
C 0.458 2.507 -0.096
C 0.305 1.749 1.209
C -1.641 0.508 1.920
N -0.708 0.689 1.087
H 0.876 1.867 -0.870
H -0.475 2.934 -0.437
H 1.170 3.312 0.056
H 1.238 1.255 1.470
H 0.025 2.393 2.036
H -2.333 -0.306 1.768
H -1.710 1.189 2.763
H -0.568 0.041 0.243
C 1.055 -2.748 0.408
C 0.924 -1.690 -0.369
N -0.315 -1.245 -0.904
C -0.303 -0.850 -2.320
H 0.204 -3.384 0.612
H 2.006 -3.011 0.840
H 1.765 -1.051 -0.619
H -1.025 -1.950 -0.743
H -1.331 -0.709 -2.653
H 0.206 0.098 -2.446
H 0.176 -1.598 -2.953
*
```


#B
Density functional theory data (ωB97M-V with the def2-TZVPD basis set) for a molecular structure, C6H15N2.

## Properties
- highest occupied orbital energy (eV) = -13.11

```
! wB97M-V def2-TZVPD RIJCOSX def2/J DEFGRID3
* xyz 1 1
C -2.092 -0.950 -0.686
C -2.576 -0.434 0.632
C -1.282 0.176 -0.041
C 0.381 -1.580 1.008
C 0.811 0.916 1.007
C 0.010 -0.188 0.657
N 2.505 0.962 -0.964
N -1.204 1.366 -0.745
H -1.532 -1.857 -0.910
H -2.685 -0.657 -1.478
H -3.282 0.389 0.649
H -2.337 -0.762 1.607
H 1.360 -1.661 1.586
H 0.163 -2.079 0.000
H -0.462 -1.897 1.701
H 1.416 0.820 1.884
H 1.630 0.822 0.044
H 0.341 1.895 0.735
H 3.217 1.690 -0.818
H 1.968 1.173 -1.852
H 3.194 0.225 -1.025
H -1.688 2.158 -0.372
H -1.592 1.224 -1.686
*
```


#A (183.3 kJ/mol below the next structure)


#A
Density functional theory data (ωB97M-V with the def2-TZVPD basis set) for a gas-phase ion, C6H15N2 (charge +1).

## Properties
- highest occupied orbital energy (eV) = -11.78
- SMILES string = CCN/C=C/CC[NH3+]

```
! wB97M-V def2-TZVPD RIJCOSX def2/J DEFGRID3
* xyz 1 1
C -1.682 -2.826 0.810
C -0.078 -2.938 0.693
N 0.531 -1.564 0.538
C -0.139 -0.385 0.160
C 0.234 0.840 0.566
C -0.520 2.008 0.025
C 0.089 2.750 -1.146
N 1.442 2.052 -1.387
H -1.844 -2.872 -0.301
H -2.052 -3.492 1.520
H -1.832 -1.848 1.183
H 0.513 -3.340 1.552
H 0.177 -3.686 -0.079
H 1.285 -1.403 1.310
H -0.765 -0.650 -0.696
H 0.960 0.993 1.415
H -0.834 2.619 0.735
H -1.584 1.681 -0.310
H 0.210 3.791 -0.870
H -0.635 2.562 -1.975
H 2.244 2.705 -1.321
H 1.290 1.480 -2.225
H 1.640 1.349 -0.634
*
```


#B
Density functional theory data (ωB97M-V with the def2-TZVPD basis set) for a gas-phase ion, C6H15N2 (charge +1).

## Properties
- highest occupied orbital energy (eV) = -11.07
- SMILES string = C/C(=C\N)C[C@@H](C)[NH3+]

```
! wB97M-V def2-TZVPD RIJCOSX def2/J DEFGRID3
* xyz 1 1
C 1.735 1.359 0.408
C 0.977 0.058 0.574
C 1.671 -1.076 0.719
N 3.034 -1.180 0.720
C -0.527 0.149 0.678
C -1.252 -0.298 -0.648
C -2.531 -0.998 -0.284
N -1.521 0.999 -1.424
H 2.546 1.520 1.122
H 2.224 1.457 -0.578
H 1.088 2.226 0.499
H 1.180 -2.021 0.936
H 3.481 -2.054 0.839
H 3.583 -0.349 0.670
H -0.814 1.166 0.944
H -0.831 -0.545 1.461
H -0.611 -0.902 -1.280
H -3.150 -1.229 -1.166
H -3.216 -0.370 0.289
H -2.296 -1.960 0.159
H -0.664 1.262 -1.921
H -1.715 1.757 -0.766
H -2.390 1.030 -1.951
*
```


#B (200.2 kJ/mol below the next structure)


#A
Density functional theory data (ωB97M-V with the def2-TZVPD basis set) for 2 unconnected molecules or ions with the total composition C5H13NO2.

## Properties
- ⟨S²⟩ = 1.097
- highest occupied orbital energy (alpha / beta) (eV) = -12.00 / -12.85

```
! wB97M-V def2-TZVPD RIJCOSX def2/J DEFGRID3
* xyz 1 2
C 1.204 -0.544 1.617
C 1.610 0.833 1.935
C -0.093 -0.852 0.979
N -0.430 -0.052 -0.228
C 0.638 0.188 -1.201
C -1.704 -0.347 -0.806
O -0.109 -2.193 0.537
H 1.584 -1.347 2.239
H -0.965 -0.783 1.634
H 1.510 1.242 2.946
H 1.208 1.586 1.252
H 2.698 0.901 1.812
H 0.875 -0.625 -1.884
H 1.477 0.512 -0.597
H 0.259 1.007 -1.815
H -1.797 -1.316 -1.298
H -2.011 0.392 -1.586
H -2.493 -0.194 -0.067
H 0.764 -2.378 0.160
H -2.457 2.185 -3.086
O -1.768 1.783 -2.543
*
```


#B
Density functional theory data (ωB97M-V with the def2-TZVPD basis set) for a molecular structure, C5H13NO2.

## Properties
- ⟨S²⟩ = 0.756
- highest occupied orbital energy (alpha / beta) (eV) = -13.78 / -13.75

```
! wB97M-V def2-TZVPD RIJCOSX def2/J DEFGRID3
* xyz 1 2
C 0.122 -2.376 1.069
C 0.482 -0.900 0.694
C -0.004 -0.705 -0.800
C 0.955 0.250 -1.521
O 0.169 1.561 -2.421
N -0.234 0.181 1.446
C 0.312 -0.176 2.591
O -1.660 1.999 -0.569
H 0.179 -2.557 2.142
H -0.895 -2.525 0.691
H 0.838 -3.047 0.562
H 1.568 -0.793 0.648
H -0.978 -0.247 -0.826
H 0.112 -1.640 -1.384
H 1.336 0.993 -0.828
H 1.723 -0.258 -2.067
H 0.243 0.555 -2.542
H -1.266 1.583 0.204
H 1.326 0.139 2.926
H -0.308 -0.655 3.332
H -0.952 1.908 -1.268
*
```


#C
Density functional theory data (ωB97M-V with the def2-TZVPD basis set) for a gas-phase ion, C5H13NO2 (charge +1).

## Properties
- ⟨S²⟩ = 0.755
- highest occupied orbital energy (alpha / beta) (eV) = -14.00 / -13.97

```
! wB97M-V def2-TZVPD RIJCOSX def2/J DEFGRID3
* xyz 1 2
C 0.777 0.260 1.999
O 0.107 -0.939 2.309
C 0.654 0.546 0.476
C 0.719 -0.764 -0.368
C -0.435 -0.839 -1.444
C -1.818 -0.567 -0.978
O -2.441 0.681 -1.469
N 1.604 1.538 0.087
H 1.801 0.284 2.366
H 0.204 1.080 2.496
H -0.797 -0.759 2.543
H -0.286 1.065 0.274
H 1.680 -0.782 -0.901
H 0.674 -1.714 0.145
H -0.164 -0.240 -2.316
H -0.219 -1.852 -1.788
H -2.672 -1.128 -1.343
H -1.784 -0.436 0.112
H 1.591 1.775 -0.908
H -1.784 1.357 -1.641
H 2.588 1.433 0.348
*
```


#C (426.2 kJ/mol below the next structure)